(1)
Here is a structure of composition C22H40F6IrN5O5S3Si3 from OMol25. Energies are from wB97M-V/def2-TZVPD.

Positions of all 85 atoms, in Å:
Ir1 -0.193 0.036 0.346
C1 -0.708 -1.143 3.793
Si1 0.871 -1.718 2.986
C2 2.270 -0.704 3.692
C3 1.155 -3.494 3.505
C4 0.859 -1.614 1.037
Si2 2.650 -1.658 0.283
C5 3.574 -0.055 0.580
C6 2.600 -2.036 -1.548
C7 3.703 -2.981 1.091
Si3 -0.171 -3.092 0.383
C8 -1.771 -3.414 1.286
C9 0.734 -4.713 0.210
C10 -0.690 -2.548 -1.354
C11 -1.068 -3.429 -2.357
C12 -1.538 -2.949 -3.567
C13 -1.631 -1.581 -3.749
C14 -1.238 -0.746 -2.721
N1 -0.770 -1.217 -1.562
H1 -0.552 -1.171 4.874
H2 -1.559 -1.783 3.566
H3 -0.964 -0.121 3.523
H4 2.252 -0.833 4.776
H5 2.133 0.354 3.477
H6 3.253 -1.010 3.340
H7 1.181 -3.513 4.598
H8 2.105 -3.884 3.147
H9 0.366 -4.176 3.196
H10 2.893 0.788 0.632
H11 4.246 0.126 -0.261
H12 4.170 -0.107 1.489
H13 1.858 -1.468 -2.101
H14 2.433 -3.097 -1.735
H15 3.573 -1.781 -1.971
H16 3.897 -2.787 2.145
H17 4.670 -2.975 0.580
H18 3.295 -3.983 0.997
H19 -1.629 -3.844 2.276
H20 -2.342 -4.134 0.695
H21 -2.371 -2.513 1.388
H22 1.198 -5.027 1.141
H23 1.496 -4.695 -0.566
H24 -0.002 -5.475 -0.055
H25 -0.986 -4.495 -2.188
H26 -1.831 -3.629 -4.355
H27 -1.998 -1.153 -4.670
H28 -1.308 0.318 -2.842
F1 -2.266 4.940 -1.079
C15 -1.126 4.619 -1.679
F2 -0.107 4.953 -0.890
F3 -1.022 5.271 -2.825
S1 -1.114 2.801 -1.978
O1 -1.078 2.224 -0.643
O2 -2.243 2.526 -2.804
N2 0.234 2.577 -2.763
S2 1.505 1.816 -2.284
O3 2.194 1.202 -3.364
O4 1.316 0.969 -1.085
C16 2.641 3.129 -1.645
F4 2.616 4.187 -2.439
F5 2.270 3.499 -0.413
F6 3.880 2.646 -1.581
C17 5.021 2.873 2.189
C18 3.826 3.574 2.807
N3 2.591 2.994 2.269
C19 1.366 2.960 2.771
S3 0.087 2.038 2.038
N4 0.975 3.633 3.852
C20 1.616 4.699 4.632
C21 2.118 4.214 5.980
H29 5.940 3.316 2.567
H30 5.021 2.979 1.104
H31 5.023 1.813 2.437
H32 3.864 4.642 2.585
H33 3.834 3.443 3.888
H34 2.688 2.527 1.378
H35 0.034 3.403 4.135
H36 0.856 5.470 4.763
H37 2.406 5.150 4.040
H38 1.305 3.793 6.571
H39 2.543 5.046 6.540
H40 2.884 3.446 5.869
O5 -4.169 0.917 0.740
C22 -3.118 0.453 0.849
N5 -2.028 -0.083 0.992

Values from the calculation:
<S²>: 8.7687
LUMO (alpha / beta): -2.311 / -6.003 eV
charge: +1
electronic energy: -4278.60549 hartree
Kohn-Sham gap (alpha / beta): 8.46 / 5.88 eV
2S+1: 6



(2)
Here is a cluster of 3 separate species, C22H41BF9N2 in total from OMol25. Energies are from wB97M-V/def2-TZVPD.

Positions of all 75 atoms, in Å:
C1 4.860 1.362 4.566
C2 4.386 0.146 4.322
C3 3.613 -1.249 4.063
C4 2.306 -1.273 5.014
C5 0.917 -0.864 4.225
B1 0.631 0.768 4.487
C6 0.555 1.499 3.026
C7 -0.566 1.078 5.541
F1 -0.221 2.361 6.190
F2 -0.435 0.092 6.633
C8 -2.054 1.254 4.997
F3 -2.222 2.404 4.106
F4 -2.876 1.637 6.161
C9 -2.759 0.021 4.271
F5 -4.062 0.520 3.816
F6 -2.114 -0.412 3.033
C10 -3.057 -1.303 5.119
F7 -3.007 -1.200 6.535
F8 -4.424 -1.717 4.800
F9 -2.250 -2.457 4.745
H1 4.952 2.510 4.692
H2 3.402 -1.470 2.956
H3 4.325 -2.085 4.466
H4 2.420 -0.633 5.982
H5 2.136 -2.361 5.374
H6 1.025 -1.106 3.091
H7 0.098 -1.509 4.712
H8 1.646 1.157 4.999
H9 1.625 1.548 2.555
H10 -0.109 0.984 2.239
H11 0.265 2.617 3.218
C11 4.351 -2.059 -1.327
C12 2.911 -2.545 -1.207
N1 2.087 -1.742 -0.305
C13 0.802 -2.364 0.009
C14 -0.193 -2.553 -1.134
C15 2.034 -0.309 -0.584
C16 1.527 0.127 -1.957
H12 4.835 -2.008 -0.347
H13 4.925 -2.754 -1.948
H14 4.414 -1.076 -1.800
H15 2.952 -3.571 -0.824
H16 2.473 -2.603 -2.211
H17 0.313 -1.799 0.811
H18 1.003 -3.350 0.447
H19 -0.671 -1.613 -1.412
H20 -0.990 -3.233 -0.820
H21 0.270 -2.987 -2.024
H22 3.038 0.106 -0.442
H23 1.431 0.189 0.186
H24 1.941 -0.475 -2.770
H25 1.820 1.166 -2.143
H26 0.439 0.091 -2.015
C17 -2.093 2.439 -7.595
C18 -2.929 1.836 -6.472
N2 -2.230 0.811 -5.697
C19 -3.114 0.056 -4.810
C20 -3.788 0.815 -3.669
C21 -0.949 1.205 -5.114
C22 -0.943 2.393 -4.156
H27 -1.723 1.665 -8.273
H28 -2.706 3.132 -8.180
H29 -1.240 3.006 -7.212
H30 -3.809 1.380 -6.940
H31 -3.298 2.646 -5.832
H32 -2.565 -0.794 -4.390
H33 -3.901 -0.397 -5.424
H34 -3.090 1.027 -2.857
H35 -4.590 0.203 -3.244
H36 -4.238 1.754 -3.998
H37 -0.252 1.420 -5.931
H38 -0.501 0.342 -4.605
H39 -1.549 3.229 -4.515
H40 0.081 2.764 -4.039
H41 -1.291 2.112 -3.162

Values from the calculation:
LUMO: 2.365 eV
charge: -1
electronic energy: -1895.82619 hartree
Kohn-Sham gap: 7.92 eV



(3)
Here is a cluster of 8 separate species, C22H41Br10NO2 in total from OMol25. Energies are from wB97M-V/def2-TZVPD.

Positions of all 76 atoms, in Å:
C1 -0.582 -4.589 0.689
C2 -1.062 -5.777 0.213
C3 -2.272 -6.060 0.814
N1 -2.607 -4.928 1.552
C4 -1.562 -4.080 1.499
H1 0.366 -4.145 0.426
H2 -0.448 -6.494 -0.309
H3 -2.838 -6.979 0.825
H4 -3.432 -4.708 2.092
H5 -1.594 -3.205 2.131
C5 0.084 5.542 0.691
C6 -0.310 6.811 0.004
C7 0.981 7.393 -0.515
O1 2.054 6.660 0.020
C8 1.564 5.376 0.379
H6 -0.511 4.666 0.433
H7 0.026 5.716 1.766
H8 -0.921 7.536 0.541
H9 -0.897 6.555 -0.878
H10 1.052 8.459 -0.299
H11 1.047 7.322 -1.601
H12 2.137 5.015 1.233
H13 1.839 4.635 -0.371
C9 -4.309 -1.210 1.972
C10 -4.089 -1.511 3.419
C11 -4.583 -2.978 3.521
O2 -4.952 -3.421 2.217
C12 -5.344 -2.308 1.420
H14 -3.426 -1.310 1.341
H15 -4.787 -0.235 1.883
H16 -4.633 -0.751 3.981
H17 -3.028 -1.396 3.643
H18 -5.460 -3.154 4.144
H19 -3.798 -3.588 3.968
H20 -6.391 -2.028 1.532
H21 -5.216 -2.613 0.381
Br1 1.854 -0.132 5.904
C13 2.912 -0.366 4.225
C14 2.365 -1.706 3.603
Br2 3.454 -2.246 2.011
H22 3.938 -0.426 4.590
H23 2.793 0.461 3.525
H24 1.372 -1.660 3.156
H25 2.272 -2.481 4.364
Br3 -4.214 -2.954 -2.255
C15 -2.286 -2.428 -2.368
C16 -1.483 -3.637 -2.935
Br4 0.431 -3.036 -2.899
H26 -1.854 -1.989 -1.469
H27 -2.180 -1.525 -2.967
H28 -1.714 -3.905 -3.966
H29 -1.548 -4.618 -2.463
Br5 3.843 2.307 -5.239
C17 2.113 2.837 -4.353
C18 2.125 4.306 -3.910
Br6 0.269 4.990 -3.759
H30 2.014 2.161 -3.503
H31 1.297 2.641 -5.047
H32 2.567 4.963 -4.659
H33 2.574 4.457 -2.929
Br7 6.216 1.747 -1.101
C19 4.675 0.675 -1.679
C20 5.019 -0.286 -2.894
Br8 3.300 -0.814 -3.742
H34 3.876 1.358 -1.966
H35 4.304 0.067 -0.854
H36 5.621 -1.162 -2.655
H37 5.659 0.219 -3.618
Br9 0.765 1.920 -0.822
C21 0.808 0.008 -1.146
C22 0.962 -0.680 0.243
Br10 -0.697 -0.685 1.396
H38 1.668 -0.300 -1.742
H39 -0.087 -0.335 -1.665
H40 1.778 -0.239 0.815
H41 1.125 -1.733 0.017

Values from the calculation:
SMILES: c1cc[nH]c1.C1CCOC1.C1CCOC1.BrCCBr.BrCCBr.BrCCBr.BrCCBr.BrCCBr
LUMO: 0.172 eV
electronic energy: -26808.15859 hartree
Kohn-Sham gap: 8.21 eV



(4)
Here is a structure of composition C22H41ClNOP3Y from OMol25. Energies are from wB97M-V/def2-TZVPD.

Positions of all 70 atoms, in Å:
Y1 -0.298 0.062 0.413
P1 -1.913 -2.227 1.239
P2 1.427 -1.089 2.634
P3 1.595 -1.860 -0.701
H1 -1.002 5.692 -5.023
C1 -0.987 4.740 -5.557
C2 -1.918 3.789 -5.408
H2 -2.804 3.919 -4.766
C3 -3.563 -1.900 1.967
C4 -1.445 -3.704 2.225
C5 -2.402 -3.061 -0.328
C6 3.080 -0.262 2.650
C7 0.902 -0.727 4.362
C8 1.929 -2.840 2.899
C9 1.073 -1.696 -2.450
C10 1.764 -3.677 -0.549
C11 3.358 -1.353 -0.809
H3 -0.243 4.651 -6.348
H4 -1.890 2.879 -6.030
H5 -4.016 -1.008 1.509
H6 -3.462 -1.714 3.046
H7 -4.209 -2.776 1.795
H8 -1.153 -3.405 3.240
H9 -0.596 -4.225 1.762
H10 -2.295 -4.405 2.294
H11 -2.545 -2.308 -1.116
H12 -3.343 -3.602 -0.167
H13 -1.617 -3.757 -0.652
H14 3.625 -0.526 3.565
H15 2.906 0.818 2.610
H16 3.652 -0.552 1.764
H17 1.776 -0.802 5.027
H18 0.130 -1.448 4.670
H19 0.483 0.286 4.405
H20 2.977 -2.870 3.226
H21 1.825 -3.430 1.981
H22 1.286 -3.287 3.669
H23 1.660 -2.442 -3.007
H24 1.269 -0.683 -2.833
H25 -0.002 -1.906 -2.564
H26 1.982 -4.102 -1.540
H27 0.826 -4.114 -0.173
H28 2.583 -3.930 0.139
H29 3.795 -1.666 -1.769
H30 3.922 -1.809 0.015
H31 3.409 -0.261 -0.713
C12 -0.094 1.994 -2.327
C13 0.924 2.957 -2.531
C14 1.503 2.955 -3.798
C15 1.035 2.096 -4.806
C16 -0.194 1.443 -4.646
C17 -0.867 1.520 -3.428
O1 -0.242 1.427 -1.157
H32 1.446 1.061 0.526
H33 1.284 3.545 -1.670
H34 2.337 3.621 -4.016
H35 1.573 1.991 -5.759
H36 -0.670 0.986 -5.519
H37 -1.890 1.147 -3.233
Cl1 -1.130 5.591 1.787
C18 -1.360 3.995 2.373
C19 -2.041 3.755 3.577
C20 -2.211 2.425 3.975
C21 -1.690 1.390 3.195
N1 -1.041 1.633 2.036
C22 -0.870 2.924 1.621
H38 -2.451 4.585 4.145
H39 -2.723 2.153 4.893
H40 -1.818 0.336 3.482
H41 -0.340 3.061 0.674

Values from the calculation:
LUMO (alpha / beta): -13.938 / -12.089 eV
charge: +3
electronic energy: -2514.39087 hartree
Kohn-Sham gap (alpha / beta): 1.96 / 3.57 eV



(5)
Here is a structure of composition C22H41ClNP3PdS from OMol25. Energies are from wB97M-V/def2-TZVPD.

Positions of all 70 atoms, in Å:
Pd1 -0.108 0.702 0.691
P1 -0.890 2.515 1.945
P2 -2.123 -0.425 0.336
P3 2.148 1.157 0.604
H1 1.056 -1.446 -6.096
C1 2.058 -1.558 -5.683
C2 2.446 -2.715 -5.100
H2 1.791 -3.596 -5.043
C3 -1.298 3.951 0.909
C4 -2.420 2.180 2.876
C5 0.240 3.185 3.208
C6 -1.858 -1.956 -0.576
C7 -3.098 -0.972 1.772
C8 -3.208 0.594 -0.706
C9 3.043 0.091 -0.539
C10 3.077 0.970 2.169
C11 2.488 2.860 0.029
H3 2.772 -0.750 -5.830
H4 3.503 -2.869 -4.822
H5 -1.715 4.744 1.547
H6 -2.040 3.646 0.157
H7 -0.389 4.316 0.412
H8 -2.629 3.047 3.519
H9 -2.282 1.290 3.509
H10 -3.263 2.020 2.185
H11 -0.268 4.025 3.708
H12 1.162 3.540 2.724
H13 0.476 2.418 3.959
H14 -2.837 -2.330 -0.904
H15 -1.365 -2.709 0.052
H16 -1.230 -1.744 -1.448
H17 -3.938 -0.287 1.938
H18 -2.488 -1.038 2.682
H19 -3.494 -1.973 1.547
H20 -4.061 -0.003 -1.056
H21 -2.635 0.939 -1.575
H22 -3.571 1.462 -0.140
H23 4.098 0.406 -0.577
H24 2.586 0.188 -1.530
H25 2.966 -0.959 -0.221
H26 4.128 1.254 2.004
H27 3.041 -0.075 2.501
H28 2.650 1.603 2.959
H29 3.555 2.966 -0.215
H30 2.211 3.586 0.808
H31 1.895 3.052 -0.877
C12 0.602 -1.490 -3.165
C13 0.667 -0.090 -3.255
C14 -0.440 0.645 -3.666
C15 -1.627 -0.012 -3.998
C16 -1.648 -1.411 -4.080
C17 -0.516 -2.161 -3.697
S1 2.054 -2.368 -2.669
H32 1.501 -3.305 -1.892
H33 1.620 0.404 -3.101
H34 -0.387 1.733 -3.686
H35 -2.526 0.567 -4.225
H36 -2.558 -1.919 -4.407
H37 -0.491 -3.251 -3.789
Cl1 0.160 -1.027 6.182
C18 0.228 -1.572 4.566
C19 0.348 -2.920 4.238
C20 0.431 -3.268 2.889
C21 0.423 -2.261 1.920
N1 0.259 -0.981 2.259
C22 0.188 -0.614 3.546
H38 0.378 -3.657 5.031
H39 0.510 -4.299 2.556
H40 0.535 -2.488 0.853
H41 0.108 0.446 3.776

Values from the calculation:
<S²>: 6.0329
LUMO (alpha / beta): -12.230 / -16.540 eV
charge: +4
electronic energy: -2926.32820 hartree
Kohn-Sham gap (alpha / beta): 6.51 / 3.15 eV
2S+1: 5



(6)
Here is a cluster of 2 separate species, C22H41F3NO9S in total from OMol25. Energies are from wB97M-V/def2-TZVPD.

Positions of all 77 atoms, in Å:
C1 4.600 0.996 3.194
C2 4.751 2.499 2.607
C3 4.826 2.408 0.988
C4 3.399 2.854 0.454
C5 3.206 2.857 -1.137
C6 4.506 2.585 -2.007
C7 5.027 1.087 -2.071
C8 3.903 -0.043 -2.188
C9 4.140 -1.082 -1.004
C10 3.033 -2.215 -0.841
C11 1.560 -1.815 -1.270
C12 0.733 -1.053 -0.106
O1 1.602 -0.067 0.476
C13 -0.564 -0.468 -0.813
C14 -1.648 0.167 0.216
O2 -0.996 1.245 0.904
C15 -2.767 0.802 -0.707
C16 -4.015 1.412 0.050
O3 -3.859 1.607 1.461
C17 -4.373 2.866 -0.553
F1 -5.761 3.079 -0.350
F2 -3.655 3.895 0.089
F3 -4.180 2.961 -1.928
C18 -2.150 -1.040 1.129
C19 -2.262 -0.725 2.684
O4 -3.573 -1.199 3.149
N1 -3.434 -2.310 3.932
O5 -4.025 -3.228 3.463
S1 -1.096 -2.553 0.957
O6 -1.484 -3.416 -0.219
O7 -1.215 -3.446 2.173
O8 0.491 -2.047 0.915
H1 3.927 0.967 4.118
H2 5.593 0.558 3.517
H3 4.132 0.282 2.448
H4 5.683 2.944 3.064
H5 3.791 3.026 2.928
H6 5.016 1.304 0.778
H7 5.667 3.065 0.606
H8 2.536 2.262 0.917
H9 3.240 3.927 0.827
H10 2.321 2.184 -1.370
H11 2.854 3.912 -1.412
H12 5.345 3.235 -1.579
H13 4.333 2.983 -3.063
H14 5.683 1.009 -3.008
H15 5.728 0.797 -1.215
H16 2.846 0.343 -2.285
H17 4.111 -0.620 -3.157
H18 5.140 -1.597 -1.222
H19 4.268 -0.578 0.003
H20 3.335 -3.128 -1.463
H21 3.012 -2.557 0.247
H22 0.988 -2.797 -1.420
H23 1.482 -1.279 -2.272
H24 2.002 0.392 -0.287
H25 -0.235 0.401 -1.469
H26 -1.073 -1.208 -1.522
H27 -0.405 0.934 1.613
H28 -2.241 1.500 -1.428
H29 -3.169 -0.071 -1.354
H30 -4.923 0.770 -0.165
H31 -4.450 0.967 1.899
H32 -3.210 -1.355 0.781
H33 -1.463 -1.199 3.330
H34 -2.253 0.390 2.926
C20 -6.660 -1.650 -1.591
C21 -5.282 -2.339 -1.523
C22 -5.433 -3.686 -0.791
O9 -4.453 -1.558 -0.804
H35 -7.075 -1.459 -0.596
H36 -6.601 -0.694 -2.123
H37 -7.381 -2.280 -2.131
H38 -5.018 -2.591 -2.570
H39 -5.809 -3.562 0.230
H40 -4.479 -4.218 -0.738
H41 -6.142 -4.338 -1.323

Values from the calculation:
LUMO: 2.361 eV
charge: -1
electronic energy: -2292.35613 hartree
Kohn-Sham gap: 6.16 eV